Entry from the Open Molecules 2025 dataset: the ion C4H9N2O with charge +1 (ωB97M-V with the def2-TZVPD basis set).

Element x y z (Å)
C -0.98589 -1.89440 -0.49997
C -0.59468 -0.72498 0.32817
N 0.66244 -0.79395 1.01074
C -0.69714 0.44852 -0.59077
N 0.20023 1.27498 -0.56714
C 1.09543 2.04817 -0.28181
O 0.85111 3.21459 0.31989
H -1.18841 -1.63575 -1.46995
H -1.83978 -2.45652 -0.10473
H -0.18439 -2.53904 -0.52628
H -1.38738 -0.37207 1.13988
H 0.54295 -0.94410 2.00535
H 1.22565 -1.53185 0.60772
H -1.44462 0.24796 -1.43022
H 2.13667 1.96848 -0.68067
H 1.60783 3.68997 0.73978

Summary:
Energy relative to the best compared isomer or geometry (same formula, charge and spin): 3.148 eV
E_HOMO: -14.149 eV
Charge: +1
SMILES: C[C@@H](N)C=[N+]=CO
Orbital gap: 9.739 eV

Entry from the Open Molecules 2025 dataset: the ion C4H9N2O with charge +1 (ωB97M-V with the def2-TZVPD basis set).

Element x y z (Å)
C 1.51482 -0.37667 -0.88541
C 0.14427 0.11886 -0.33677
N -0.52106 0.93608 -1.35833
N 0.21710 0.99388 0.81896
C -0.24530 0.34628 1.79638
C -0.96971 -0.91148 1.42360
O -0.77073 -0.91706 -0.03690
H 1.30815 -1.11470 -1.70554
H 1.86337 -0.98897 -0.02949
H 2.39208 0.38488 -1.17162
H -1.23082 0.52520 -1.87147
H 0.13422 1.31350 -2.18261
H -0.85440 1.77040 -0.83736
H -0.34636 0.62506 2.93227
H -0.58761 -1.72814 2.02138
H -2.04804 -0.97710 1.42291

Summary:
Energy relative to the best compared isomer or geometry (same formula, charge and spin): 2.629 eV
E_HOMO: -15.047 eV
Charge: +1
SMILES: C[C@]1([NH3+])N=CCO1
Orbital gap: 11.332 eV

Entry from the Open Molecules 2025 dataset: a cluster of 2 separate species, C4H9N2O in total (ωB97M-V with the def2-TZVPD basis set).

Element x y z (Å)
C -0.47727 -0.88237 0.05321
C -0.08684 1.31648 0.66389
C 1.50851 0.42184 -1.02393
C 0.01426 0.36510 -0.58469
N -2.85394 -0.95205 0.54373
N 0.04480 -1.96658 0.44465
O -3.35498 0.02403 0.26477
H 0.28827 0.79487 1.55848
H -1.10660 1.60707 0.78073
H 0.58128 2.16388 0.47649
H 1.70207 0.29983 -2.11288
H 1.96050 1.33071 -0.58541
H 1.95047 -0.38009 -0.52961
H -0.73358 0.68586 -1.29744
H 1.01026 -2.26193 0.29179
H -0.44721 -2.56665 1.05623

Summary:
Energy relative to the best compared isomer or geometry (same formula, charge and spin): 5.777 eV
E_HOMO (alpha / beta): -14.224 / -13.515 eV
Charge: +1
Orbital gap (alpha / beta): 9.091 / 8.006 eV

| no. | E_tot (eV) | molar mass (g mol⁻¹) |
| --- | --- | --- |
| 1 | -9312.8675 | 101.129 |
| 2 | -9313.3866 | 101.129 |
| 3 | -9310.2387 | 101.129 |